No. 1
Entry from the OMol25 dataset: one molecule with the formula C5H10O2 (ωB97M-V/def2-TZVPD).

Results
Total charge: 0
Gap between HOMO and LUMO, eV: 10.69
E_tot, eV: -9441.727
Spin multiplicity: 1
Energy above the lowest of the compared OMol25 structures with the same formula, charge and spin, kcal per mole: 30.36
SMILES string: OC[C@H]1CCCO1
LUMO level, hartree: 0.0367

Geometry (Å):
O: 2.778 -0.221 -0.730
C: 1.743 -0.775 0.045
C: 0.380 -0.420 -0.527
C: -0.810 -0.877 0.325
C: -1.784 0.297 0.202
C: -0.820 1.476 0.134
O: 0.296 1.010 -0.612
H: 2.536 0.708 -0.855
H: 1.791 -0.425 1.091
H: 1.884 -1.861 0.049
H: 0.317 -0.809 -1.552
H: -0.500 -1.007 1.371
H: -1.227 -1.827 -0.023
H: -2.485 0.380 1.038
H: -2.358 0.222 -0.728
H: -0.506 1.777 1.145
H: -1.236 2.352 -0.374

These are the natural (NBO) partial charges, in e, on atoms 1 to 6: -0.7131 -0.0710 0.0648 -0.4313 -0.4262 -0.0638



No. 2
Entry from the OMol25 dataset: a 2-piece molecular cluster, CH2N2OS overall at a distorted geometry (ωB97M-V/def2-TZVPD).

Results
Total charge: 0
Gap between HOMO and LUMO (spin up / spin down), eV: 7.45 / 7.44
E_tot, eV: -16930.195
Spin multiplicity: 1
Energy above the lowest of the compared OMol25 structures with the same formula, charge and spin, kcal per mole: 2.79
SMILES string: N=C=O.N=S
LUMO level (spin up / spin down), hartree: -0.0381 / -0.0381

Geometry (Å):
N: 1.747 -1.381 1.000
C: 1.069 -1.169 0.073
O: 0.463 -1.145 -0.926
H: 1.835 -1.092 1.972
N: -1.344 1.809 -0.596
S: -2.556 1.171 0.093
H: -1.214 1.806 -1.616

These are the natural (NBO) partial charges, in e, on atoms 1 to 6: -0.7619 0.8550 -0.5311 0.4373 -0.7738 0.4135



No. 3
Entry from the OMol25 dataset: C13H23N2O2OsP as an isolated structure at a distorted geometry (ωB97M-V/def2-TZVPD).

Results
Total charge: +2
Gap between HOMO and LUMO (spin up / spin down), eV: 8.85 / 6.17
E_tot, eV: -32661.919
Spin multiplicity: 5
Energy above the lowest of the compared OMol25 structures with the same formula, charge and spin, kcal per mole: 0.00
LUMO level (spin up / spin down), hartree: -0.2480 / -0.3529

Geometry (Å):
C: -2.601 -0.075 -3.746
C: -2.242 -1.184 -2.978
C: -1.454 -1.049 -1.835
C: -1.132 0.266 -1.392
C: -1.366 1.364 -2.252
C: -2.163 1.200 -3.386
C: -1.002 -2.262 -1.097
C: -0.345 -3.331 -2.018
N: 1.006 -3.063 -2.453
Os: -0.528 0.692 0.491
C: -0.727 2.674 -1.916
P: 0.497 2.309 -0.536
H: -2.570 -2.185 -3.268
H: -2.405 2.081 -3.985
H: -3.198 -0.209 -4.647
H: -1.440 3.437 -1.564
H: -0.171 3.099 -2.766
H: -0.332 -1.998 -0.262
H: -1.876 -2.755 -0.631
H: -0.285 -4.268 -1.435
C: 1.008 3.891 0.146
C: 1.937 1.728 -1.515
H: -0.955 -3.512 -2.913
C: 1.270 -2.425 -3.710
C: 2.004 -2.954 -1.422
H: -0.572 2.006 1.642
H: 1.885 -3.087 -4.343
H: 0.330 -2.210 -4.238
H: 1.841 -1.490 -3.574
H: 3.009 -2.983 -1.863
H: 1.913 -2.011 -0.847
H: 1.889 -3.788 -0.713
H: 2.294 2.530 -2.173
H: 2.734 1.444 -0.819
H: 1.664 0.856 -2.122
H: 0.733 4.713 -0.524
H: 0.515 4.028 1.114
H: 2.094 3.877 0.295
H: 0.136 1.574 1.825
O: -2.195 0.060 2.138
N: -1.076 -0.602 2.015
O: -0.834 -1.621 2.649

These are the natural (NBO) partial charges, in e, on atoms 1 to 6: -0.1205 -0.2191 -0.0534 -0.2726 -0.0189 -0.1923



No. 4
Entry from the OMol25 dataset: a 2-piece molecular cluster, C6H7Br overall at a distorted geometry (ωB97M-V/def2-TZVPD).

Results
Total charge: 0
Gap between HOMO and LUMO (spin up / spin down), eV: 7.63 / 7.63
E_tot, eV: -76372.632
Spin multiplicity: 1
Energy above the lowest of the compared OMol25 structures with the same formula, charge and spin, kcal per mole: 88.51
LUMO level (spin up / spin down), hartree: -0.0646 / -0.0646

Geometry (Å):
C: 0.853 -0.742 0.782
C: 0.921 0.798 0.600
C: -0.119 -1.194 -0.343
C: -0.284 1.043 -0.257
C: -0.347 -0.101 -1.378
C: -1.183 -0.097 -0.224
Br: -3.863 -0.060 0.306
H: 2.034 -1.086 0.685
H: 0.488 -1.032 1.759
H: 0.870 1.474 1.432
H: 1.853 1.055 0.078
H: -0.535 -2.229 -0.437
H: -0.678 2.077 -0.584
H: -0.009 0.093 -2.419

These are the natural (NBO) partial charges, in e, on atoms 1 to 6: -0.4084 -0.4393 -0.2518 -0.2200 -0.2812 0.2468



No. 5
Entry from the OMol25 dataset: a 2-piece molecular cluster, C4H8Cl3OP overall (ωB97M-V/def2-TZVPD).

Results
Total charge: 0
Gap between HOMO and LUMO, eV: 10.23
E_tot, eV: -53183.036
Spin multiplicity: 1
Energy above the lowest of the compared OMol25 structures with the same formula, charge and spin, kcal per mole: 0.00
SMILES string: C=C(C)CCl.OP(Cl)Cl
LUMO level, hartree: 0.0195

Geometry (Å):
C: -1.030 0.953 0.935
C: -1.029 0.192 -0.150
C: -1.080 0.720 -1.548
C: -1.028 -1.302 -0.039
Cl: -2.678 -1.934 -0.375
H: -0.998 0.526 1.922
H: -1.069 2.026 0.876
H: -1.324 1.779 -1.560
H: -1.825 0.177 -2.129
H: -0.111 0.576 -2.030
H: -0.377 -1.768 -0.778
H: -0.768 -1.640 0.963
O: 2.247 -0.546 1.835
P: 2.054 -0.455 0.240
Cl: 2.094 1.569 -0.001
Cl: 3.960 -0.853 -0.376
H: 2.964 -0.022 2.216

These are the natural (NBO) partial charges, in e, on atoms 1 to 6: -0.3762 -0.0109 -0.6551 -0.4032 -0.0792 0.2001



No. 6
Entry from the OMol25 dataset: a 2-piece molecular cluster, C4H4O2 overall at a distorted geometry (ωB97M-V/def2-TZVPD).

Results
Total charge: 0
Gap between HOMO and LUMO, eV: 9.99
E_tot, eV: -8304.977
Spin multiplicity: 1
Energy above the lowest of the compared OMol25 structures with the same formula, charge and spin, kcal per mole: 48.43
SMILES string: C1=CC1.O=C=O
LUMO level, hartree: 0.0260

Geometry (Å):
C: 0.291 -1.139 -0.584
C: -0.785 -0.561 -0.010
C: -0.309 -0.242 -1.525
H: 1.272 -1.623 -0.324
H: -1.775 -0.591 0.525
H: -0.860 -0.709 -2.293
H: 0.246 0.654 -1.820
O: 1.375 0.691 2.527
C: 0.625 1.407 2.019
O: -0.079 2.113 1.484

These are the natural (NBO) partial charges, in e, on atoms 1 to 6: -0.1707 -0.2336 -0.4398 0.2243 0.2562 0.1797



No. 7
Entry from the OMol25 dataset: C8H14Br2ClF3N2O7Ru as an isolated structure (ωB97M-V/def2-TZVPD).

Results
Total charge: +1
Gap between HOMO and LUMO (spin up / spin down), eV: 8.13 / 7.73
E_tot, eV: -189163.335
Spin multiplicity: 2
Energy above the lowest of the compared OMol25 structures with the same formula, charge and spin, kcal per mole: 0.00
LUMO level (spin up / spin down), hartree: -0.1742 / -0.1880

Geometry (Å):
Ru: 0.158 -0.040 -0.393
O: -0.432 1.038 1.239
Cl: 0.357 2.369 1.153
O: 0.826 2.638 2.449
O: -0.442 3.402 0.597
O: 1.392 1.932 0.221
Br: 0.233 -1.783 -2.337
C: 1.459 -0.729 -3.439
Br: 1.185 1.132 -3.093
H: 1.227 -0.956 -4.471
H: 2.462 -1.013 -3.149
F: 3.249 -3.153 1.036
C: 2.325 -2.544 1.768
F: 1.511 -3.447 2.299
F: 2.918 -1.853 2.741
C: 1.528 -1.567 0.889
O: 2.078 -0.824 0.044
O: 0.262 -1.475 0.990
C: -2.869 -0.889 0.912
N: -3.149 0.508 0.600
C: -3.695 1.287 1.708
C: -2.589 1.081 -0.464
O: -1.602 0.517 -1.101
N: -3.081 2.202 -0.978
C: -2.343 2.939 -2.003
C: -4.454 2.645 -0.765
H: -3.752 -1.324 1.379
H: -2.030 -0.984 1.602
H: -2.659 -1.441 -0.001
H: -3.175 0.990 2.619
H: -4.762 1.109 1.837
H: -3.511 2.347 1.548
H: -1.276 2.832 -1.852
H: -2.596 3.993 -1.912
H: -2.612 2.589 -3.000
H: -5.044 1.845 -0.327
H: -4.880 2.899 -1.735
H: -4.499 3.527 -0.126

These are the natural (NBO) partial charges, in e, on atoms 1 to 6: 1.2168 -0.8050 2.5161 -0.7147 -0.7606 -0.8133